[1]
One molecule with the formula C3H2ClN, computed with wB97M-V/def2-TZVPD.

```
7
Properties=species:S:1:pos:R:3:forces:R:3:lowdin_charge:R:1
C 0.225 0.987 0.950 0.7 -3.0 -1.4 -0.268
C -0.440 -0.390 -0.857 -1.4 -1.7 -1.4 0.000
C 0.271 -0.325 0.260 -0.3 1.3 0.5 -0.756
N 0.356 2.045 1.335 -0.1 1.9 1.0 0.162
Cl 1.302 -1.515 0.987 -0.5 0.2 -0.3 0.674
H -0.703 -1.297 -1.533 1.2 1.5 1.5 0.112
H -1.012 0.496 -1.141 0.3 -0.2 0.2 0.077
```
Positions in Å, forces in eV/Å.

## Properties
Spin multiplicity: 1
SMILES: C=C(Cl)C#N
Gap between HOMO and LUMO, hartree: 0.39536
Energy relative to the best compared isomer or geometry (same formula, charge and spin), kcal/mol: 10.83
Highest occupied orbital energy, hartree: -0.3882
Charge: 0
LUMO level, eV: 0.196

=====

[2]
A 2-piece molecular cluster, C4H9NO overall, computed with wB97M-V/def2-TZVPD.

```
15
Properties=species:S:1:pos:R:3:forces:R:3:lowdin_charge:R:1
C -0.249 0.037 1.781 3.5 1.2 -1.0 -0.054
C -0.805 -0.519 0.512 -0.2 -0.2 -1.0 -0.223
C 0.287 0.058 -0.421 -1.0 -1.3 -2.1 -0.474
N 1.185 -0.657 -1.058 -1.3 1.2 -0.1 0.001
O 0.750 -1.974 -1.135 0.6 -1.0 0.4 -0.079
C -0.061 1.398 -1.024 0.4 0.4 0.5 -0.042
H 0.974 0.293 0.933 -1.9 0.5 3.3 0.200
H -0.631 0.976 2.198 0.1 -0.3 -0.4 0.064
H 0.156 -0.598 2.564 -0.3 -0.3 -0.2 0.056
H -0.809 -1.606 0.474 -0.1 0.1 0.1 0.098
H -1.789 -0.128 0.251 -0.1 -0.1 0.0 0.106
H 1.518 -2.449 -1.478 -0.1 0.1 0.1 0.092
H 0.780 1.860 -1.545 0.0 -0.1 0.1 0.080
H -0.853 1.212 -1.769 0.3 -0.1 0.3 0.096
H -0.453 2.097 -0.281 0.0 0.0 0.0 0.078
```
Positions in Å, forces in eV/Å.

## Properties
Spin multiplicity: 1
Gap between HOMO and LUMO (alpha / beta), hartree: 0.33210 / 0.33212
Energy relative to the best compared isomer or geometry (same formula, charge and spin), kcal/mol: 126.31
Highest occupied orbital energy (alpha / beta), hartree: -0.2996 / -0.2996
Charge: 0
LUMO level (alpha / beta), eV: 0.885 / 0.885

=====

[3]
A 9-piece molecular cluster, C4H27NO9 overall, computed with wB97M-V/def2-TZVPD.

```
41
Properties=species:S:1:pos:R:3:forces:R:3:lowdin_charge:R:1
C 0.246 0.548 -3.113 0.2 -0.9 -0.9 -0.058
C 1.563 1.301 -2.986 -0.9 0.8 0.8 -0.455
C 2.289 1.041 -1.663 0.0 -1.0 -0.3 -0.188
O 1.514 1.361 -0.519 0.4 0.5 -0.2 -0.234
C 1.297 2.764 -0.335 0.3 -0.4 0.4 -0.063
N 2.390 1.083 -4.163 0.6 -0.2 0.5 0.047
H -0.536 0.794 -2.396 0.3 0.0 0.3 0.082
H 0.459 -0.529 -3.130 -0.1 0.0 0.4 0.070
H -0.181 0.715 -4.106 0.1 0.3 0.0 0.084
H 1.238 2.347 -2.911 0.5 0.2 -0.5 0.130
H 3.268 1.536 -1.654 -0.2 0.4 0.1 0.125
H 2.527 -0.026 -1.566 -0.2 0.0 0.0 0.134
H 2.199 3.334 -0.568 0.0 0.0 -0.3 0.097
H 1.145 2.904 0.734 -0.4 0.0 -0.1 0.088
H 0.442 3.095 -0.921 0.0 0.2 0.1 0.096
H 2.666 0.100 -4.169 -0.3 0.0 -0.2 0.079
H 3.290 1.535 -4.000 -0.2 0.3 -0.2 0.074
O -1.454 -2.067 4.147 0.0 0.0 -0.3 -0.048
H -1.150 -1.207 3.819 0.0 0.1 0.3 0.011
H -0.866 -2.266 4.880 0.0 -0.1 0.0 0.055
O 1.778 -2.936 0.939 0.1 -0.1 0.1 -0.049
H 1.412 -2.867 0.054 0.1 0.2 0.1 -0.007
H 1.485 -2.132 1.383 0.0 0.0 0.0 0.026
O -0.322 0.053 0.910 0.0 -0.1 -0.3 -0.070
H 0.328 0.420 0.267 -0.1 -0.1 0.3 0.030
H -0.573 -0.812 0.547 0.0 0.3 0.1 0.029
O -2.805 -3.228 1.917 -0.1 0.2 -0.1 -0.053
H -2.338 -2.944 2.718 0.1 0.0 0.3 0.005
H -2.131 -3.220 1.236 0.2 -0.1 -0.1 0.030
O -0.296 -2.075 -0.963 -0.1 -0.3 -0.3 -0.054
H -0.822 -1.688 -1.675 0.0 0.1 0.1 0.058
H -0.266 -3.018 -1.175 -0.2 0.1 0.1 0.070
O -0.255 0.522 3.645 0.1 -0.3 -0.5 -0.071
H -0.254 0.421 2.667 0.1 0.2 0.4 -0.001
H 0.106 1.390 3.832 -0.1 0.0 0.1 0.041
O -1.949 2.494 1.544 0.0 0.2 -0.2 -0.058
H -1.586 1.716 1.097 -0.1 -0.1 0.2 -0.003
H -1.197 2.908 1.976 0.0 0.0 0.0 0.015
O -4.111 -0.839 0.982 0.1 0.1 -0.1 -0.076
H -3.559 -1.531 1.381 -0.2 -0.2 0.0 -0.019
H -4.989 -1.000 1.336 0.0 0.0 0.0 0.030
```
Positions in Å, forces in eV/Å.

## Properties
Spin multiplicity: 1
SMILES: COC[C@H](C)N.O.O.O.O.O.O.O.O
Gap between HOMO and LUMO, hartree: 0.36995
Energy relative to the best compared isomer or geometry (same formula, charge and spin), kcal/mol: 41.67
Highest occupied orbital energy, hartree: -0.3710
Charge: 0
LUMO level, eV: -0.028

=====

Number 1: calculated total energy -17154.3735 eV, strongest force on any atom 3.4 eV/A. Number 2: calculated total energy -7826.8425 eV, strongest force on any atom 3.9 eV/A. Number 3: calculated total energy -24503.8163 eV, strongest force on any atom 1.5 eV/A.